Record 1
Molecular formula: C6H11N3O2
Method: DFT, ωB97M-V/def2-TZVPD

Structure (XYZ):
```
22
Properties=species:S:1:pos:R:3:nbo_charge:R:1
C -3.8734 1.2761 0.5217 -0.624
C -3.0135 0.6168 -0.5320 -0.069
C -1.0641 -0.6214 -0.5630 0.698
C 3.7426 -0.5391 1.2051 -0.703
C 3.3509 -0.1537 -0.2058 0.494
C 3.8758 1.1383 -0.6731 0.168
H -4.1289 0.5697 1.3198 0.214
H -3.3385 2.1447 0.9370 0.210
H -4.7835 1.6476 0.0359 0.215
H -2.5709 1.3389 -1.2462 0.193
H -3.5662 -0.1459 -1.1091 0.193
H 0.4625 -2.0325 -0.0864 0.395
H -0.2521 -1.2155 1.2100 0.381
H -0.4289 -1.4436 -2.2038 0.348
H 2.8648 -0.5036 1.8527 0.254
H 4.1516 -1.5613 1.2031 0.251
H 4.4786 0.1425 1.6165 0.236
N -0.0143 -1.0636 0.2287 -0.846
N -1.1742 -0.8132 -1.8523 -0.804
N 4.5498 2.0975 -0.8711 -0.240
O -1.9686 -0.0101 0.1552 -0.504
O 2.7003 -0.8685 -0.9428 -0.459
```

Computed properties:
Electronic energy ... -14964.27028 eV
ΔE to the lowest compared entry with this formula, charge and spin ... 12.6 kcal per mole
SMILES ... [H]/N=C(\N)OCC.CC(=O)C#N
Gap between HOMO and LUMO ... 8.72 eV


Record 2
Molecular formula: C6H11N4
Method: DFT, ωB97M-V/def2-TZVPD

Structure (XYZ):
```
21
Properties=species:S:1:pos:R:3:nbo_charge:R:1
C -1.5216 0.5773 -0.0805 -0.261
C -1.4827 -0.9400 0.0519 0.187
C -0.2891 1.1238 -0.1222 0.145
C 2.8080 -0.6349 -0.2333 0.363
C -2.8445 -1.5714 0.1398 -0.630
C -0.0903 2.5755 -0.1833 -0.667
N 2.5429 -1.6758 0.5363 -0.706
N -0.4451 -1.5485 0.3692 -0.237
N 0.8043 0.3785 0.2846 -0.152
N 1.9175 0.2995 -0.4692 -0.357
H -2.3360 1.4055 -0.1886 0.265
H 3.7815 -0.4317 -0.7025 0.241
H -3.6719 -0.8555 0.2668 0.239
H -3.0342 -2.0845 -0.7757 0.248
H -2.8213 -2.2118 0.9090 0.236
H 0.8582 2.9892 -0.4841 0.233
H -0.8399 3.0660 -0.7632 0.246
H -0.2427 2.8799 0.8870 0.258
H 3.2925 -2.3043 0.9162 0.445
H 1.5915 -1.8511 0.9833 0.484
H 2.0228 0.8144 -1.3418 0.420
```

Computed properties:
Net charge ... +1
Electronic energy ... -12349.92408 eV
ΔE to the lowest compared entry with this formula, charge and spin ... 104.7 kcal per mole
Gap between HOMO and LUMO (alpha / beta) ... 7.50 / 8.50 eV


Record 3
Molecular formula: C6H11N4
Method: DFT, ωB97M-V/def2-TZVPD

Structure (XYZ):
```
21
Properties=species:S:1:pos:R:3:nbo_charge:R:1
C -3.4292 0.4900 -0.7292 -0.024
C -2.5204 -0.5868 -0.5965 0.161
C 3.0469 0.7050 0.2815 -0.382
C 2.2826 0.7797 -1.0230 -0.392
C 1.6091 0.2975 0.2242 -0.343
C 1.4065 -1.1903 0.2867 0.300
N -3.1504 1.1953 0.3653 -0.480
N -1.8436 -0.3994 0.5214 -0.406
N -2.2694 0.6124 1.1470 0.027
N 0.3342 -1.7349 0.6454 -0.652
H -3.9336 0.7414 -1.6428 0.241
H -2.2530 -1.3970 -1.1202 0.213
H 3.7033 -0.0835 0.5083 0.221
H 3.1856 1.6349 0.9399 0.254
H 2.0145 1.8258 -1.3892 0.267
H 2.5264 -0.0335 -1.7730 0.241
H 2.2849 -1.7622 0.0785 0.197
H 0.8636 0.7120 0.8620 0.244
H -0.5469 -1.0439 0.8976 0.448
H 0.4475 -2.7804 0.8237 0.430
H -3.7586 2.0179 0.6925 0.434
```

Computed properties:
Net charge ... +1
Electronic energy ... -12346.88563 eV
ΔE to the lowest compared entry with this formula, charge and spin ... 86.3 kcal per mole
2S+1 ... 3
Gap between HOMO and LUMO (alpha / beta) ... 5.74 / 7.84 eV


Record 4
Molecular formula: C6H11N4O
Method: DFT, ωB97M-V/def2-TZVPD

Structure (XYZ):
```
22
Properties=species:S:1:pos:R:3:nbo_charge:R:1
C -0.4793 -1.4572 0.8826 -0.011
C 0.0009 -0.3733 1.5045 -0.154
C 1.3090 -0.1121 -1.2988 0.786
C -0.4239 -1.8052 -1.5515 -0.103
C -0.5240 1.1212 -0.4072 0.163
C -0.3792 2.0205 1.8164 -0.409
N 0.9866 -1.3614 -1.6288 -0.613
N 0.1764 0.7997 -1.5055 -0.617
N -1.0428 -1.5746 -0.3170 -0.322
N 0.0988 0.9865 0.8688 -0.433
O 2.3076 0.3178 -0.7865 -0.571
H -0.5442 -2.3384 1.5264 0.258
H 0.3777 -0.3894 2.5100 0.239
H -1.0041 -1.2940 -2.3340 0.221
H -0.4440 -2.8767 -1.7940 0.256
H -1.4745 1.6197 -0.4725 0.241
H -1.4493 1.8993 1.9802 0.239
H 0.1342 1.9125 2.7698 0.242
H -0.1762 3.0145 1.4203 0.241
H 1.7064 -2.0587 -1.4837 0.428
H -0.2785 0.8376 -2.4061 0.439
H 1.1224 1.1117 0.7066 0.478
```

Computed properties:
Net charge ... +1
Electronic energy ... -14397.89440 eV
ΔE to the lowest compared entry with this formula, charge and spin ... 72.0 kcal per mole
Gap between HOMO and LUMO (alpha / beta) ... 6.55 / 9.58 eV


Record 5
Molecular formula: C6H11N5
Method: DFT, ωB97M-V/def2-TZVPD

Structure (XYZ):
```
22
Properties=species:S:1:pos:R:3:nbo_charge:R:1
C -1.4866 0.9712 1.6634 0.082
C -1.4267 -0.4715 3.2666 0.327
C -0.4567 -0.0140 1.2831 -0.095
C -1.4382 1.1229 -1.4336 0.406
C 0.3037 -0.0817 0.0851 0.561
C 2.5582 -1.1089 0.6740 -0.459
N -1.9655 0.5974 2.8454 -0.406
N -0.4421 -0.8990 2.3908 -0.503
N 1.4197 -0.6731 -0.1467 -0.494
N -1.9303 1.8900 -2.3729 -0.651
N -0.1688 0.7126 -1.2790 -0.564
H -1.9268 1.8657 1.2402 0.249
H -1.6632 -1.0370 4.0692 0.235
H -2.0800 0.6343 -0.7707 0.229
H 2.6150 -2.2376 0.9091 0.268
H 3.5537 -0.8162 0.2401 0.280
H 2.3862 -0.7615 1.7072 0.237
H 0.0752 -1.7493 2.6981 0.469
H 1.6951 -0.8297 -1.1676 0.456
H -2.9630 1.9939 -2.3261 0.476
H -1.2606 2.3142 -3.0637 0.464
H 0.6066 1.3014 -1.4543 0.433
```

Computed properties:
Net charge ... +2
Electronic energy ... -13832.37220 eV
ΔE to the lowest compared entry with this formula, charge and spin ... 47.4 kcal per mole
SMILES ... CN/C(=[NH+]/C=[NH2+])c1cnc[nH]1
Gap between HOMO and LUMO (alpha / beta) ... 8.51 / 8.51 eV


Record 6
Molecular formula: C6H11NO
Method: DFT, ωB97M-V/def2-TZVPD

Structure (XYZ):
```
19
Properties=species:S:1:pos:R:3:nbo_charge:R:1
O -1.6644 0.1436 -2.5404 -0.544
C -1.6121 -0.8713 -1.8964 0.428
C -0.5635 -0.8659 -0.7007 -0.115
C -0.7622 0.3955 0.0882 -0.480
C 0.2299 0.5936 1.1870 0.045
C 0.5991 -0.4147 1.9899 -0.422
C 1.0491 1.8349 1.2481 -0.650
N 0.6817 -1.1227 -1.4096 -0.849
H -2.0147 -1.8491 -2.2131 0.118
H -0.6620 -1.8398 -0.1782 0.195
H -1.8036 0.4109 0.4578 0.233
H -0.7708 1.2542 -0.5831 0.237
H 1.4517 -0.2590 2.6211 0.194
H 0.0171 -1.3169 2.0509 0.189
H 1.8012 1.6654 0.4725 0.223
H 1.6152 2.0969 2.1564 0.224
H 0.4874 2.7099 0.8809 0.212
H 1.0822 -2.0356 -1.4242 0.387
H 0.8389 -0.5298 -2.2070 0.378
```

Computed properties:
Electronic energy ... -9936.23459 eV
ΔE to the lowest compared entry with this formula, charge and spin ... 51.2 kcal per mole
SMILES ... C=C(C)C[C@H](N)C=O
Gap between HOMO and LUMO ... 9.80 eV